Arrangement w

ORCA calculation (ωB97M-V with the def2-TZVPD basis set) on a cluster of 2 separate species, C7H16O in total.

XYZ file:
```
24
Properties=species:S:1:pos:R:3
C 1.1603 -2.2573 1.3493
C 0.9845 -1.0116 0.4456
C -0.0851 -1.1007 -0.6507
C -1.4849 -0.8923 -0.1645
C -1.8066 0.4126 0.6627
C -1.2034 1.6690 0.0712
C -0.9880 2.0707 -1.1803
H 0.2022 -2.7963 1.3024
H 1.8939 -2.9564 0.9626
H 1.2992 -1.9749 2.3723
H 1.9205 -0.6144 0.1271
H 0.5816 -0.2003 1.0847
H 0.0467 -2.0307 -1.2406
H 0.1832 -0.4064 -1.4795
H -2.2360 -1.0180 -0.9406
H -1.7391 -1.6819 0.5527
H -2.8883 0.5906 0.5558
H -1.3583 0.3167 1.6499
H -0.7524 2.3259 0.8229
H -1.2427 1.5441 -2.0930
H -0.7064 3.1019 -1.3376
H 3.3776 1.4070 -0.8198
H 2.0410 0.7519 -1.0810
O 2.4916 1.3101 -0.4475
```

Output
HOMO level: -9.398 eV
LUMO: 0.845 eV
spin multiplicity: 1

Arrangement x

ORCA calculation (ωB97M-V with the def2-TZVPD basis set) on a structure of composition C7H16O.

XYZ file:
```
24
Properties=species:S:1:pos:R:3
C 0.0739 0.2493 0.5841
C 0.2695 0.1191 -0.8462
C -1.4909 -0.5205 -1.3508
C -0.2109 -0.9835 1.4173
C 1.9475 0.7190 0.9340
C -0.7220 1.4543 1.0534
C 1.2074 -0.8962 -1.4579
O -2.6505 0.0013 -0.7557
H -3.2601 0.3643 -1.4124
H 0.3258 1.0845 -1.3484
H -1.4760 -0.3506 -2.4314
H -1.4644 -1.5920 -1.1486
H -1.7898 1.2252 1.1004
H 0.0694 -0.8003 2.4588
H 0.3311 -1.8623 1.0673
H -1.2808 -1.2111 1.4204
H 2.3447 1.4733 0.2540
H 2.5397 -0.1960 0.9454
H 1.8956 1.1337 1.9416
H -0.4369 1.7314 2.0723
H -0.5763 2.3163 0.3986
H 1.2416 -1.8282 -0.8925
H 0.8912 -1.1362 -2.4782
H 2.2212 -0.4948 -1.5254
```

Output
HOMO level: -7.880 eV
LUMO: 0.842 eV
spin multiplicity: 1

The computed energies, referenced to the most stable structure and given in eV, are arrangement w 0.000; arrangement x 1.121.

Arrangement w

ORCA calculation (ωB97M-V with the def2-TZVPD basis set) on a structure of composition C37H49BClIrN8S4.

XYZ file:
```
101
Properties=species:S:1:pos:R:3
Ir 0.9122 0.5764 0.0798
C 5.4611 -0.6957 -2.0945
C 5.2858 -2.1697 -1.7411
C 5.8002 -2.4506 -0.3322
C 6.1042 -2.9738 -2.7622
N 3.8649 -2.6505 -1.8229
C 3.6331 -4.0166 -1.8244
C 2.3086 -4.2008 -1.9083
N 1.7058 -2.9635 -1.9695
B 0.1967 -2.9710 -2.4056
N -0.7242 -3.3595 -1.2030
C -1.6321 -4.3793 -1.3416
C -2.2860 -4.5181 -0.1741
N -1.7835 -3.5713 0.6994
C -0.8496 -2.8356 0.0301
S 0.2372 -1.6955 0.7608
C -2.1023 -3.5820 2.1702
C -2.5173 -2.2007 2.6492
C -3.2580 -4.5466 2.4327
C -0.8677 -4.0759 2.9236
N -0.2457 -1.7066 -3.0592
C -0.5986 -0.7202 -3.5816
C -1.7451 2.4025 -3.9251
N -3.3469 2.0084 -1.2997
C -3.5908 0.7318 -1.3736
S -3.1785 -0.6038 -0.5611
C -4.4291 2.9941 -1.7433
C -5.4985 2.8178 -0.6445
C -5.0507 2.7342 -3.1076
C -3.8259 4.3887 -1.6164
C 2.6537 -2.0162 -1.8562
S 2.3775 -0.3071 -1.7903
H 6.5324 -0.5105 -2.1787
H 5.0576 -0.0302 -1.3378
H 4.9921 -0.4512 -3.0464
H 6.8399 -2.1299 -0.2520
H 5.7552 -3.5157 -0.1016
H 5.2092 -1.9223 0.4104
H 7.1110 -2.5605 -2.8043
H 5.6625 -2.9010 -3.7563
H 6.2019 -4.0245 -2.4972
H 4.4242 -4.7386 -1.7844
H 1.7375 -5.1084 -1.9832
H 0.0896 -3.8748 -3.1908
H -1.7302 -4.9191 -2.2655
H -3.0459 -5.2189 0.1012
H -3.3154 -1.7920 2.0315
H -1.6648 -1.5292 2.6392
H -2.8884 -2.2813 3.6714
H -4.1671 -4.2443 1.9110
H -3.4640 -4.5279 3.5018
H -3.0124 -5.5748 2.1710
H -0.0161 -3.4169 2.7631
H -0.6020 -5.0841 2.6012
H -1.0891 -4.1063 3.9912
H -1.4019 1.7125 -4.6748
H -1.9010 3.4640 -3.8985
H -5.8422 1.7910 -0.5734
H -6.3501 3.4429 -0.9156
H -5.1274 3.1400 0.3283
H -5.6679 1.8356 -3.1004
H -4.3257 2.6480 -3.9076
H -5.6926 3.5902 -3.3168
H -3.3484 4.5094 -0.6446
H -4.6092 5.1393 -1.7153
H -3.0836 4.5846 -2.3951
S -0.7041 3.7646 2.7821
C -1.7857 2.4487 2.9158
C -1.4188 1.3790 2.1509
C -0.2150 1.5982 1.4234
C 0.2636 2.8633 1.6805
C 1.4471 3.3148 1.0000
C 2.0577 4.5607 1.1309
C 3.1873 4.8443 0.3942
C 3.7004 3.8793 -0.4670
C 3.0568 2.6657 -0.5586
N 1.9591 2.3849 0.1580
H -2.6497 2.5302 3.5569
H -2.0088 0.4803 2.1026
H 1.6343 5.2873 1.8108
H 3.6671 5.8097 0.4845
H 4.5804 4.0623 -1.0657
H 3.4073 1.8797 -1.2152
C 5.0379 -0.6135 4.9377
C 4.0738 -0.3746 3.8160
C 2.7140 -0.1985 4.0463
C 1.8556 0.0042 2.9854
N 2.2749 0.0302 1.7141
C 3.5778 -0.1468 1.4797
C 4.4961 -0.3422 2.4909
H 4.6764 -0.1821 5.8693
H 6.0172 -0.1941 4.7123
H 5.1657 -1.6864 5.0953
H 2.3160 -0.2087 5.0523
H 0.7961 0.1445 3.1443
H 3.8644 -0.1197 0.4358
H 5.5424 -0.4665 2.2439
Cl -2.0180 1.5573 -2.5264
C -0.0535 1.6126 -1.2527
H -0.5002 2.5268 -0.8440
H 0.3494 1.8080 -2.2493
```

Output
HOMO level (spin up / spin down): -8.898 / -9.591 eV
total charge: +1
LUMO (spin up / spin down): -3.166 / -3.273 eV
spin multiplicity: 2
⟨S²⟩: 0.88

Arrangement x

ORCA calculation (ωB97M-V with the def2-TZVPD basis set) on a structure of composition C37H49BClIrN8S4.

XYZ file:
```
101
Properties=species:S:1:pos:R:3
Ir -0.5850 -0.6248 0.9909
C -1.9596 -1.4653 -3.1321
C -2.1942 0.0003 -3.4680
C -1.9609 0.1778 -4.9717
C -3.6133 0.4147 -3.0959
N -1.2400 0.9277 -2.7633
C -1.2311 2.2694 -3.0995
C -0.1635 2.8318 -2.4994
N 0.4913 1.8534 -1.7986
B 1.9814 2.0506 -1.3309
N 2.1375 2.3143 0.1920
C 3.3214 2.8996 0.5811
C 3.1997 3.2856 1.8599
N 1.9304 2.9286 2.2816
C 1.2860 2.3516 1.2324
S -0.3954 1.8800 1.2104
C 1.3872 3.2984 3.6305
C 1.0490 2.0344 4.4147
C 2.4559 4.0630 4.4096
C 0.1750 4.2110 3.4513
N 2.7808 0.8777 -1.9486
C 2.6479 0.6980 -3.3191
C 3.3236 -0.4057 -3.6685
N 3.9040 -0.9192 -2.5218
C 3.5871 -0.1118 -1.4596
S 4.1033 -0.3085 0.1354
C 4.6624 -2.2063 -2.4674
C 4.7172 -2.8077 -3.8708
C 6.0952 -1.9544 -1.9995
C 3.9207 -3.1787 -1.5502
C -0.1912 0.7110 -1.9353
S 0.2572 -0.7636 -1.0805
H -2.6545 -2.0487 -3.7371
H -2.1472 -1.6933 -2.0868
H -0.9470 -1.7800 -3.3832
H -2.5982 -0.5226 -5.5105
H -0.9226 -0.0366 -5.2281
H -2.2071 1.1796 -5.3194
H -4.3235 -0.2327 -3.6108
H -3.8217 1.4433 -3.3925
H -3.7753 0.3239 -2.0248
H -1.9712 2.7030 -3.7446
H 0.2112 3.8384 -2.5384
H 2.3233 3.0719 -1.8735
H 4.1580 2.9695 -0.0885
H 3.9166 3.7564 2.5011
H 1.9373 1.4143 4.5455
H 0.2857 1.4550 3.9077
H 0.6784 2.3135 5.4017
H 3.3536 3.4652 4.5694
H 2.0410 4.3011 5.3881
H 2.7246 5.0030 3.9278
H -0.6408 3.7061 2.9392
H 0.4521 5.0999 2.8826
H -0.1765 4.5311 4.4327
H 2.0999 1.3893 -3.9359
H 3.4550 -0.8460 -4.6371
H 5.2445 -2.1611 -4.5738
H 3.7234 -3.0334 -4.2608
H 5.2678 -3.7451 -3.8099
H 6.5773 -1.2147 -2.6413
H 6.6576 -2.8862 -2.0706
H 6.1254 -1.6006 -0.9737
H 2.9142 -3.3625 -1.9348
H 3.8476 -2.7936 -0.5357
H 4.4568 -4.1284 -1.5269
S -1.3764 -4.8759 2.1531
C -0.6165 -4.9383 0.6258
C -0.3258 -3.7007 0.1272
C -0.7220 -2.6526 1.0017
C -1.3159 -3.1600 2.1316
C -1.7470 -2.2535 3.1601
C -2.3275 -2.6032 4.3791
C -2.7348 -1.6127 5.2435
C -2.5782 -0.2767 4.8799
C -1.9869 0.0090 3.6721
N -1.5548 -0.9503 2.8408
H -0.4152 -5.8945 0.1690
H 0.1735 -3.5619 -0.8219
H -2.4492 -3.6489 4.6259
H -3.1808 -1.8712 6.1947
H -2.9018 0.5281 5.5234
H -1.8359 1.0240 3.3311
C -7.0136 -0.1416 -0.0129
C -5.5218 -0.2161 0.1012
C -4.7405 0.9175 0.2908
C -3.3689 0.8006 0.4163
N -2.7307 -0.3730 0.3534
C -3.4772 -1.4728 0.1601
C -4.8494 -1.4335 0.0305
H -7.3524 0.8824 -0.1560
H -7.4781 -0.5287 0.8958
H -7.3709 -0.7490 -0.8442
H -5.1922 1.8992 0.3468
H -2.7579 1.6822 0.5601
H -2.9439 -2.4137 0.1321
H -5.3909 -2.3585 -0.1206
Cl 1.6906 -2.2113 2.8325
C 1.1732 -0.6887 2.0531
H 1.9916 -0.3964 1.3945
H 1.0828 0.0292 2.8633
```

Output
HOMO level (spin up / spin down): -9.072 / -9.057 eV
total charge: +1
LUMO (spin up / spin down): -2.428 / -4.380 eV
spin multiplicity: 2
⟨S²⟩: 0.76

The computed energies, referenced to the most stable structure and given in eV, are arrangement w 11.114; arrangement x 0.000.

Arrangement w

ORCA calculation (ωB97M-V with the def2-TZVPD basis set) on the molecule C3H3Cl2F.

XYZ file:
```
9
Properties=species:S:1:pos:R:3
C -0.2795 0.5179 -0.5731
C 0.0752 0.2548 0.8409
C 0.0171 -0.8373 -0.1204
H 0.5809 0.9381 -1.1558
H -0.6692 0.3046 1.5823
H -0.7466 -1.5954 -0.0906
F 1.1625 -1.3442 -0.6336
Cl -1.8183 1.0106 -1.2870
Cl 1.6780 0.7510 1.4373
```

Output
HOMO level: -10.515 eV
LUMO: 0.761 eV
spin multiplicity: 1

Arrangement x

ORCA calculation (ωB97M-V with the def2-TZVPD basis set) on the molecule C3H3Cl2F.

XYZ file:
```
9
Properties=species:S:1:pos:R:3
C -0.8380 -0.2434 -0.1502
C 0.2379 0.1791 0.8987
C 0.6094 -0.1118 -0.5397
H -1.1877 -1.2555 -0.0608
H 0.4838 -0.4666 1.7056
H 0.2720 1.2373 1.0932
F 1.2452 -1.3034 -0.7546
Cl -2.0975 0.8465 -0.6250
Cl 1.2749 1.1177 -1.5673
```

Output
HOMO level: -10.494 eV
LUMO: 0.863 eV
spin multiplicity: 1

Arrangement y

ORCA calculation (ωB97M-V with the def2-TZVPD basis set) on the molecule C3H3Cl2F.

XYZ file:
```
9
Properties=species:S:1:pos:R:3
C 1.1511 0.3222 -0.0007
C -0.0821 -0.4775 -0.0280
C -1.3587 -0.0725 -0.0425
H 1.2654 1.0396 0.8295
H 1.3661 1.0932 -0.7851
H -0.1078 -1.5640 0.0200
F 2.2255 -0.5531 0.0030
Cl -1.9269 1.5580 0.0009
Cl -2.5328 -1.3459 0.0030
```

Output
HOMO level: -9.608 eV
LUMO: 0.668 eV
spin multiplicity: 1

The computed energies, referenced to the most stable structure and given in eV, are arrangement w 0.236; arrangement x 0.000; arrangement y 0.117.

Arrangement w

ORCA calculation (ωB97M-V with the def2-TZVPD basis set) on the molecule C3H3Cl2F.

XYZ file:
```
9
Properties=species:S:1:pos:R:3
C -1.4166 -0.8156 0.0139
C -2.9905 0.0746 -0.3555
C -0.0672 -0.1533 -0.0466
F -1.5555 -2.0616 -0.4141
Cl -4.3576 -0.8701 -0.1257
Cl -2.9658 1.6406 0.2627
H 0.6847 -0.7591 -0.4087
H 0.1048 0.3572 0.9323
H -0.1609 0.5455 -0.7041
```

Output
HOMO level (spin up / spin down): -8.361 / -8.383 eV
LUMO (spin up / spin down): 0.243 / -0.366 eV
spin multiplicity: 1

Arrangement x

ORCA calculation (ωB97M-V with the def2-TZVPD basis set) on the molecule C3H3Cl2F.

XYZ file:
```
9
Properties=species:S:1:pos:R:3
C -0.7613 0.6586 0.0623
C 0.7094 0.6915 -0.1273
C 1.3272 1.4068 -0.9825
H -1.3054 1.3587 -0.5630
H 0.7725 2.2306 -1.6534
H 2.3051 1.1446 -1.3519
F -0.8942 1.1440 1.3595
Cl -1.5946 -0.8188 -0.5083
Cl 1.5136 -1.0383 0.3681
```

Output
HOMO level: -10.669 eV
LUMO: 0.067 eV
spin multiplicity: 1

The computed energies, referenced to the most stable structure and given in eV, are arrangement w 2.438; arrangement x 0.000.